1.
{"formula": "C17H34Br8O3", "method": "the ωB97M-V functional and the def2-TZVPD basis", "e_lumo_ev": 0.338, "smiles": "CC(C)=O.CC(C)=O.CC(C)=O.BrCCBr.BrCCBr.BrCCBr.BrCCBr", "relative_energy_kcal_mol": 38.5, "homo_lumo_gap_ha": 0.3563, "total_energy_ev": -584661.8828, "total_charge": 0, "elements": ["Br", "H", "H", "C", "H", "H", "O", "C", "H", "C", "O", "H", "C", "Br", "C", "H", "H", "H", "Br", "C", "Br", "C", "H", "C", "C", "C", "C", "H", "H", "H", "H", "H", "H", "C", "H", "H", "H", "H", "C", "C", "H", "C", "H", "H", "O", "C", "H", "H", "Br", "H", "H", "H", "H", "H", "H", "Br", "C", "H", "H", "Br", "H", "Br"], "coordinates": [[-1.9975, 6.4024, -1.9761], [6.3713, -2.2374, 0.3046], [-0.2747, 0.7150, 1.7958], [4.5666, -2.6704, -0.6862], [-3.3019, -0.3772, -5.5030], [0.8648, -1.5249, -4.4377], [4.8161, -2.1301, -1.7400], [-1.4281, -1.4458, 6.0914], [-3.0086, 2.3884, -3.7957], [-0.0185, 4.3883, -2.9323], [-3.0729, -1.6095, 4.3852], [-0.7911, -1.6059, 5.2241], [-0.5085, -0.1819, 1.2331], [-0.3167, -1.8072, 2.3368], [-3.0833, 1.3399, -3.5001], [-1.2797, -0.5750, 6.7308], [-3.6779, -2.4130, 7.2938], [0.1853, -1.0900, -0.7841], [-0.2930, 1.4927, -0.9167], [2.5097, -2.8728, -4.7796], [-0.8674, 4.3699, -4.7242], [-1.0609, 4.6196, -1.8833], [-2.0503, 0.4763, -6.3388], [-2.8296, -1.5524, 5.5673], [-2.2466, -0.1174, -5.4397], [-0.9189, 2.8263, 4.5188], [-3.9334, -1.6191, 6.5870], [2.9537, -3.3819, 0.5958], [0.5137, 3.4446, -2.8099], [-4.0109, -0.7106, 7.1875], [0.7121, 3.8015, 3.3503], [2.1570, -3.7149, -5.3623], [-1.5720, -0.0282, 1.0480], [0.5084, 2.9824, 4.0354], [5.1784, -2.9289, 1.3094], [-1.8653, 3.8862, -1.9297], [0.8153, 5.0862, -2.9770], [-4.8923, -1.8266, 6.1196], [0.2281, -0.2687, -0.0830], [1.5758, -2.1347, -3.8793], [-1.6132, -0.9915, -5.5897], [3.1154, -3.0387, -0.4244], [-1.2342, 3.8093, 4.8664], [0.7737, 2.1315, 3.4037], [-0.8473, 0.5275, -3.6284], [-1.9318, 0.6143, -4.1556], [3.4340, -3.1329, -4.2670], [-3.0009, 1.1883, -2.4255], [1.7002, 3.1068, 5.5896], [1.2639, -0.0571, 0.1821], [2.8032, -3.8266, -1.1038], [-0.7904, 4.5261, -0.8323], [6.0539, -4.0226, 0.1679], [-1.2194, -2.2512, 6.8041], [2.0635, -1.3877, -3.2564], [0.5369, -3.3529, -2.6796], [5.6275, -3.0357, 0.3195], [-1.1607, 2.1188, 5.3017], [-4.0355, 0.9447, -3.8467], [-2.1508, 2.4755, 3.0022], [2.5974, -2.1104, -0.6579], [3.3582, -1.6309, -6.0061]], "forces_ev_per_a": [[0.7, -0.9, 0.0], [0.4, -0.4, -0.4], [0.7, -0.3, 0.1], [-0.4, -0.8, -0.8], [0.0, -0.2, 0.1], [-0.4, -0.5, 0.0], [0.4, 0.2, 0.1], [0.1, -0.9, 0.2], [-0.1, 0.1, 0.3], [0.5, 0.0, -0.5], [0.2, 0.0, 0.0], [0.4, 0.7, 0.3], [-1.4, -0.7, -0.4], [0.2, 0.6, -0.5], [0.2, -0.2, -0.2], [0.2, 0.4, -0.6], [-0.2, 0.0, 0.0], [-0.7, -0.1, 0.1], [0.3, -0.8, 0.4], [1.6, -0.1, 0.4], [0.4, -0.1, 0.6], [-1.2, 0.3, 0.6], [0.0, 0.4, 0.3], [-0.6, 0.2, 0.1], [0.1, 0.0, -0.8], [-0.6, 1.6, -0.5], [0.0, -0.2, 0.4], [-0.2, 0.2, 0.0], [-0.6, -0.3, 0.0], [0.1, 0.1, -0.1], [-0.4, 0.5, 0.5], [-0.4, 0.1, 0.1], [-0.1, -0.6, 0.1], [0.1, -1.3, -0.5], [0.0, -0.6, 0.1], [-0.1, 0.1, -0.6], [-0.5, 0.6, 0.0], [0.0, 0.0, -0.1], [1.1, 2.1, 1.0], [-1.0, 0.6, 0.0], [-0.1, -0.1, 0.4], [0.8, 0.2, 0.5], [-0.2, -0.1, 0.1], [0.3, -0.3, 0.6], [0.0, 0.0, -0.5], [-0.2, -0.8, 0.0], [-0.5, -0.6, 0.5], [0.0, 0.4, 0.0], [-0.3, 0.0, -0.5], [0.2, -0.3, -0.5], [0.0, 0.1, -0.1], [0.9, 0.3, -0.2], [0.0, 0.0, 0.0], [-0.2, -0.2, -0.2], [0.4, -0.5, 0.2], [0.3, 0.5, -0.8], [-0.4, 1.4, 0.6], [0.5, -0.4, -0.2], [0.0, 0.1, 0.0], [0.5, 0.1, 0.5], [-0.5, -0.3, 0.1], [-0.3, 0.5, -0.5]]}

=====

2.
{"formula": "C5H15N2", "method": "the ωB97M-V functional and the def2-TZVPD basis", "e_lumo_ev": -3.192, "relative_energy_kcal_mol": 69.7, "homo_lumo_gap_ha": 0.3503, "total_energy_ev": -8399.6550, "total_charge": 1, "elements": ["H", "H", "H", "C", "C", "H", "H", "H", "C", "H", "C", "C", "H", "H", "H", "H", "N", "H", "H", "N", "H", "H"], "coordinates": [[-2.4906, -0.9671, 1.5872], [3.4015, 0.7064, 0.4251], [1.2870, -1.7881, -0.8605], [-1.4576, 1.1970, -0.8043], [0.2730, -0.5117, 0.5662], [2.5441, -0.9025, 0.4324], [1.2430, 0.8758, 1.5381], [-1.3813, 1.0082, 1.3230], [-1.4924, 0.3782, 0.4717], [0.2155, -0.5012, -1.5407], [0.2795, -1.3265, -0.7592], [2.4854, 0.1607, 0.0426], [-0.7654, 0.8811, -1.5156], [-0.4053, -2.0855, -0.7266], [2.4169, 0.1795, -1.0365], [0.3933, -1.0394, 1.4299], [1.2073, 0.6247, 0.5622], [-1.4185, 2.3242, -0.5950], [-2.3921, -1.2972, -0.0361], [-2.5118, -0.4985, 0.6271], [0.9790, 1.5032, 0.0694], [-2.4105, 1.0788, -1.2003]], "forces_ev_per_a": [[-0.2, 1.1, -1.7], [-1.3, -0.3, -0.5], [-0.8, 0.0, -0.3], [-0.5, 2.1, 2.3], [-4.9, 2.1, -4.4], [0.5, 1.3, -0.8], [0.5, 0.4, 0.5], [-0.2, 0.5, 0.8], [4.6, 0.2, 0.4], [-0.3, -2.0, 0.4], [3.8, 3.6, 0.9], [2.5, -1.3, 1.3], [1.1, -0.1, -1.2], [-2.1, -1.6, -0.3], [0.3, -0.1, -0.1], [0.3, -1.3, 2.4], [0.5, 0.7, 0.3], [0.4, -1.6, -0.3], [-0.7, 0.9, 0.4], [-0.9, -3.7, 1.1], [-0.8, -0.7, 0.0], [-1.8, -0.2, -1.2]]}